13
Properties=species:S:1:pos:R:3:forces:R:3 method="wB97M-V/def2-TZVPD" smiles=N[C@H]1Cc2nonc21 spin_multiplicity=1 homo_lumo_gap_ev=10.524 max_force_ev_per_a=3.52 total_charge=0 total_energy_ha=-394.7460
C -0.699560 0.495696 -0.024285 0.180 0.899 1.819
C -0.504527 -0.974992 -0.538588 -2.163 0.159 2.013
C 0.705714 -1.030260 0.335992 1.956 -2.921 -0.120
C 0.545180 0.159548 0.961468 0.085 3.268 -0.221
H -0.651353 2.422689 -0.716159 0.087 -1.516 -1.313
H -1.103964 1.144970 -1.927351 1.556 1.570 2.116
H -1.605511 0.750514 0.593516 0.599 -0.531 -0.778
H -0.497787 -0.835570 -1.564101 0.846 -0.721 -2.189
H -1.360246 -1.648768 -0.252623 1.020 0.502 -0.228
N -0.431553 1.463618 -1.114772 -1.758 -0.420 0.028
N 1.803818 -1.663741 0.766048 -1.990 1.910 0.085
N 1.544587 0.476302 1.784327 -1.612 -2.606 -1.569
O 2.255200 -0.760006 1.696527 1.195 0.408 0.358


50
Properties=species:S:1:pos:R:3:forces:R:3 method="wB97M-V/def2-TZVPD" smiles="O=C1c2ccccc2[C@@](OCCS(=O)(=O)[O-])(c2ccccc2)N1Cc1ccccc1" spin_multiplicity=1 homo_lumo_gap_ev=7.766 max_force_ev_per_a=2.99 total_charge=-1 total_energy_ha=-1717.6979
O 1.293905 -2.819803 -1.927122 -0.279 0.910 0.339
O -3.009924 3.667414 2.071966 1.148 -0.423 -0.869
O -3.731476 2.141332 0.314575 1.337 0.129 -0.501
O -2.933007 1.293412 2.393922 0.715 -1.337 0.772
O -0.516057 -0.010929 1.113288 -0.387 -1.413 0.053
C 0.448991 -2.217880 -1.255161 2.138 -1.985 -0.633
C 3.796073 1.746111 -1.635813 0.096 -0.274 -0.367
C -1.402677 -4.046442 4.045398 0.494 -0.281 -0.617
C -3.068505 -2.368883 -2.730854 0.291 -0.287 -0.101
C 3.968964 0.439848 -2.038967 -0.301 -1.281 0.167
C 3.049642 1.996179 -0.500465 -0.211 0.568 0.722
C -1.798011 -2.713692 4.066248 -0.057 -0.460 -0.073
C -0.729281 -4.583442 2.914760 -0.640 0.554 0.846
C -3.732306 -1.913880 -1.601846 0.948 0.454 1.097
C -1.682192 -2.549366 -2.694989 0.433 0.018 -0.200
C 3.426668 -0.632345 -1.303539 -0.326 0.743 0.316
C 2.508590 0.963551 0.275223 -0.280 -0.262 -0.065
C -1.556456 -1.883437 2.965849 0.127 0.458 -0.359
C -0.485119 -3.746742 1.855480 0.057 1.676 -1.803
C -3.013787 -1.553223 -0.436330 0.200 -0.343 -0.446
C -0.971940 -2.201790 -1.540207 -1.666 0.752 -0.049
C 2.674401 -0.373550 -0.136846 0.952 0.810 -0.597
C -0.899195 -2.355061 1.827302 0.902 -0.738 1.228
C -1.610952 -1.675213 -0.425660 -1.195 -0.012 -0.716
N 0.673209 -1.653848 -0.033021 -0.831 -0.733 0.096
C 1.976356 -1.494107 0.581183 0.634 -0.180 -0.053
C -0.575341 -1.372726 0.649239 -0.559 0.670 0.765
C -0.745070 0.997437 0.125129 -1.032 -0.031 0.494
C -1.065667 2.282591 0.849881 -0.538 0.694 -0.051
S -2.793442 2.357413 1.428401 -2.624 1.138 0.724
H 4.234486 2.522023 -2.264283 -0.280 0.072 0.389
H -1.568247 -4.712155 4.880502 -0.162 0.123 0.191
H -3.672748 -2.589786 -3.616951 0.494 -0.031 0.206
H 4.469639 0.225817 -2.973407 0.186 -0.031 0.017
H 2.886093 3.041268 -0.234256 -0.058 -0.294 0.199
H -2.321709 -2.294527 4.931911 0.246 -0.223 -0.310
H -0.419534 -5.635982 2.877626 -0.150 0.544 0.071
H -4.806356 -1.803355 -1.613170 -0.052 0.063 0.044
H -1.118465 -2.919126 -3.557399 -0.286 0.091 0.278
H 3.499270 -1.660286 -1.652788 0.083 0.243 0.016
H 1.867727 1.164380 1.165590 0.678 -0.037 -0.797
H -1.875136 -0.839201 3.015683 0.067 -0.165 -0.171
H 0.010425 -4.143493 0.953782 -0.136 0.192 0.476
H -3.566588 -1.193439 0.416798 0.092 0.235 0.201
H 1.921434 -1.257667 1.652185 -0.584 -0.073 -0.333
H 2.576032 -2.420289 0.509567 -0.407 0.225 -0.188
H -1.622245 0.752953 -0.472611 -0.098 -0.119 -0.104
H 0.085389 1.106329 -0.547039 0.684 -0.016 -0.247
H -0.468014 2.455179 1.745190 0.089 -0.160 -0.033
H -0.947826 3.150827 0.193281 0.046 -0.168 -0.027


21
Properties=species:S:1:pos:R:3:forces:R:3 method="wB97M-V/def2-TZVPD" smiles="C1=NC[C@@H]2CC[C@H](C2)N1" spin_multiplicity=1 homo_lumo_gap_ev=9.562 max_force_ev_per_a=2.66 total_charge=0 total_energy_ha=-383.3245
C -1.519321 0.398929 -0.983356 -0.832 -0.610 -0.835
C -0.712296 -0.911454 -1.509111 -0.779 -0.991 0.298
C 0.283312 -1.306888 -0.290009 -1.199 1.282 0.251
C -0.530170 -0.622627 0.817028 0.872 0.072 0.516
C -0.547228 0.740773 0.125131 1.678 -0.928 -1.843
C 0.016312 1.793377 0.995972 -0.428 0.082 1.245
C 1.953323 0.322485 0.776379 1.315 -0.119 0.478
H -1.681552 1.122760 -1.777262 0.450 0.212 -0.096
H -2.553645 0.137945 -0.651806 0.755 -0.015 -0.028
H -0.303277 -0.866918 -2.545273 0.059 0.456 0.908
H -1.405089 -1.809903 -1.552742 0.593 1.006 0.076
H 0.355785 -2.364207 -0.256429 0.279 -1.028 0.110
H -0.115085 -0.622992 1.833546 0.383 -0.070 -0.464
H -1.542897 -0.926216 0.949484 -0.804 -0.743 -0.229
H 0.359583 0.694515 -0.566189 -1.258 0.573 0.705
H -0.588252 1.967242 1.904191 0.571 -0.263 0.125
H 0.039350 2.762449 0.536066 0.403 0.531 -0.450
H 3.000950 0.258254 1.119460 -0.250 -0.403 -0.460
H 2.449156 -1.386839 -0.115956 -1.704 0.997 -0.206
N 1.401662 1.327015 1.308367 -1.488 1.512 0.170
N 1.639379 -0.707702 -0.117493 1.382 -1.554 -0.271